(1)
Here is a structure of composition C26H28N3O9P2PtSi at a distorted geometry from the OMol25 dataset. Energies are from wB97M-V/def2-TZVPD.

Structure (XYZ):
```
70
Properties=species:S:1:pos:R:3
Pt -0.44101 0.29969 -0.24226
O 2.65743 1.45549 5.81266
C 2.43974 0.30630 5.39506
O 2.67655 -0.84477 5.79879
C 1.68562 0.30777 4.02025
C 1.35684 -0.87458 3.38473
C 0.71274 -0.85399 2.16944
N 0.38793 0.30637 1.56831
C 0.69152 1.46368 2.18035
C 1.33440 1.49237 3.39490
C 0.30542 2.65818 1.44087
C 0.47306 3.93455 1.93618
C 0.13731 5.01829 1.14681
C -0.33692 4.78616 -0.12829
C -0.49242 3.48295 -0.56032
N -0.20069 2.42608 0.22144
C 0.36012 -2.05562 1.43007
C 0.51282 -3.33132 1.92927
C 0.20312 -4.41154 1.11986
C -0.22538 -4.17784 -0.17093
C -0.37193 -2.87291 -0.60234
N -0.11020 -1.83020 0.19749
H 1.63404 -1.79892 3.87822
H 1.59334 2.41688 3.89713
H 0.86115 4.08007 2.93321
H 0.25896 6.02649 1.52223
H -0.58882 5.60030 -0.79378
H -0.85378 3.26000 -1.54402
H 0.86487 -3.48230 2.93878
H 0.30576 -5.42084 1.49662
H -0.45658 -4.98974 -0.84600
H -0.70702 -2.64272 -1.59524
C -5.25127 0.12330 -0.49265
C -3.75202 0.25406 -0.72671
O -2.99730 0.24621 0.51113
P -3.34618 1.74591 -1.67346
O -4.24269 1.70398 -2.95593
O -3.92169 2.95977 -0.83899
O -1.88476 1.77881 -1.93114
P -3.06549 -1.02943 -1.86958
O -3.41824 -2.39753 -1.10939
O -3.73398 -0.91280 -3.18545
O -1.53515 -0.89518 -1.77498
H -5.60763 0.95411 0.11463
H -5.46173 -0.81044 0.03036
H -5.78956 0.11852 -1.43928
H -3.06085 -0.64590 0.88172
H -4.15293 0.82925 -3.42026
H -3.99378 3.79748 -1.32050
H -4.02915 -2.94604 -1.62859
C 2.30220 1.96922 -1.54036
Si 1.45345 0.35624 -1.77467
C 0.74109 0.13329 -3.44347
C 2.51744 -1.01697 -1.19745
C 2.74796 -2.12830 -2.01281
C 3.60628 -3.13994 -1.59938
C 4.23279 -3.05608 -0.36288
C 4.01373 -1.95569 0.46141
C 3.16722 -0.94313 0.04191
H 3.18439 1.95048 -2.19118
H 2.64338 2.12273 -0.51391
H 1.67903 2.81335 -1.83716
H 1.55468 0.18390 -4.17565
H 0.01772 0.92384 -3.65443
H 0.22316 -0.82038 -3.53658
H 2.26487 -2.20513 -2.98257
H 3.79144 -3.98868 -2.24545
H 4.90067 -3.84543 -0.04111
H 4.51196 -1.88434 1.42074
H 3.02297 -0.07735 0.68464
```

HOMO energy	-10.628	eV
gap between HOMO and LUMO	5.73	eV
net charge	+1

(2)
Here is a structure of composition C26H29As2N6O2ReS2Se at a distorted geometry from the OMol25 dataset. Energies are from wB97M-V/def2-TZVPD.

Structure (XYZ):
```
69
Properties=species:S:1:pos:R:3
Re 0.26100 -0.17630 -0.14720
N -1.72370 5.21190 4.99470
C -1.39820 3.92570 4.67250
C -2.30400 3.11470 3.97330
C -1.94380 1.84110 3.58070
C -0.67960 1.36600 3.88230
C 0.22820 2.14150 4.58300
C -0.12480 3.41700 4.97130
S -0.17470 -0.23270 3.31120
O -1.31860 -0.95910 2.82550
O 0.72240 -0.87650 4.21320
N 0.62770 0.14720 1.89800
C 1.90970 0.45430 1.82140
N 2.32610 0.43980 0.51420
C 3.61700 0.63590 0.27770
C 4.49590 0.88790 1.31350
C 3.95990 0.94680 2.60170
N 2.68680 0.74970 2.85730
H -2.69470 5.47650 4.97900
H -1.15350 5.68170 5.67840
H -3.29340 3.49330 3.76330
H -2.63540 1.19610 3.05910
H 1.19410 1.71950 4.81290
H 0.56910 4.02890 5.52830
H 3.93470 0.56840 -0.75770
H 5.54600 1.03470 1.12950
H 4.57860 1.15880 3.46340
C 0.98640 -0.26100 -4.05340
As -0.30360 -0.10150 -2.58500
C -1.64330 -1.40450 -3.14060
C -1.19250 1.61280 -2.90800
C -1.95000 1.80170 -4.06220
C -2.66870 2.97190 -4.24630
C -2.63590 3.96510 -3.28010
C -1.87390 3.79140 -2.13680
C -1.14790 2.62110 -1.93870
As -0.03650 2.36330 -0.33900
C -0.65140 3.69790 0.94330
C 1.58090 3.27180 -0.97500
H 0.50070 -0.03040 -5.00870
H 1.35210 -1.29300 -4.07020
H 1.82860 0.41670 -3.90490
H -1.75630 -1.43780 -4.22780
H -2.59720 -1.15620 -2.67080
H -1.32390 -2.38660 -2.77870
H -1.98220 1.01680 -4.81330
H -3.26540 3.10910 -5.13500
H -3.20670 4.87260 -3.41310
H -1.85460 4.57090 -1.38300
H -0.43310 4.70310 0.57200
H -0.11670 3.54980 1.88440
H -1.71910 3.59520 1.13960
H 1.32310 4.27360 -1.32870
H 2.03670 2.71060 -1.79420
H 2.30230 3.35790 -0.15900
Se 1.41840 -2.32410 -0.44150
C 0.38960 -3.89770 -0.06280
C -0.83840 -3.83310 0.57920
C -1.52980 -5.02320 0.76700
N -1.05910 -6.19100 0.38500
C 0.12100 -6.25770 -0.19570
C 0.89570 -5.13730 -0.45050
H -1.23840 -2.89470 0.93890
H -2.50350 -5.02790 1.23540
H 0.45250 -7.24550 -0.47990
H 1.85550 -5.22980 -0.93560
S -4.09680 -0.83920 1.21960
C -2.66070 -0.72690 0.59290
N -1.63220 -0.63500 0.00570
```

HOMO energy (alpha / beta)	-10.617 / -10.681	eV
multiplicity	4
gap between HOMO and LUMO (alpha / beta)	8.08 / 6.16	eV
net charge	+1

(3)
Here is a structure of composition C26H29AsBCrF5N4O11S at a distorted geometry from the OMol25 dataset. Energies are from wB97M-V/def2-TZVPD.

Structure (XYZ):
```
79
Properties=species:S:1:pos:R:3
Cr -0.38117 -0.29896 0.99897
F 4.47158 -4.15637 -1.20503
C 4.13087 -3.86982 0.07793
C 3.38559 -2.76379 0.36938
C 3.01218 -2.50341 1.69701
C 2.01912 -1.49525 2.00438
O 1.68791 -0.60258 1.19866
C 1.44784 -1.61720 3.32851
C 2.08742 -2.32830 4.28224
N 3.19466 -3.08971 4.04191
C 3.80764 -3.88792 5.05972
C 3.19770 -5.22131 5.42247
C 3.21315 -4.09689 6.41484
C 3.51657 -3.35032 2.71156
C 4.25675 -4.47908 2.38029
C 4.53396 -4.77658 1.04978
N 5.02691 -6.06935 0.72662
C 4.43064 -6.75782 -0.38904
C 4.38993 -8.23830 -0.02530
N 5.80347 -8.67927 0.22960
C 6.43762 -7.89402 1.33587
C 6.40203 -6.41716 0.93478
C 0.04690 -1.17129 3.70217
O -0.25694 -1.10134 4.88420
O -0.75552 -1.06452 2.71176
H 2.99604 -2.15218 -0.44657
H 1.68178 -2.32026 5.28163
H 4.89109 -3.83692 5.00640
H 3.83803 -6.07960 5.58084
H 2.25597 -5.45108 4.94219
H 3.91131 -4.15701 7.23810
H 2.27806 -3.62578 6.67487
H 4.56281 -5.18801 3.13422
H 4.98610 -6.62245 -1.33170
H 3.41949 -6.38353 -0.54396
H 3.96652 -8.84847 -0.82219
H 3.81690 -8.37446 0.89027
H 6.33295 -8.48708 -0.62748
H 5.84394 -9.68076 0.42147
H 7.45245 -8.25683 1.49860
H 5.84858 -8.03539 2.24075
H 7.03234 -6.27281 0.03642
H 6.81632 -5.80525 1.73446
O 0.28759 3.43651 0.05737
As 0.07863 2.24948 -1.26272
O -1.06048 2.87976 -2.23020
O -0.20978 0.78367 -0.51557
C 1.97340 2.34656 -1.76738
C 2.51554 3.61270 -1.98432
C 3.88833 3.75897 -2.08181
C 4.71743 2.65611 -1.98181
C 4.18706 1.38512 -1.82169
C 2.81547 1.22173 -1.70821
S 1.92537 -0.60685 -1.94171
O 1.07449 0.06567 -3.19362
O 3.12472 -1.23881 -2.52601
O 0.57877 -1.26956 -2.88819
H -0.55024 3.49388 0.53214
H 1.84430 4.45964 -2.07241
H 4.31826 4.74242 -2.23364
H 5.79245 2.78838 -2.04526
H 4.82982 0.51347 -1.78611
N -2.41211 -0.36024 0.43320
C -2.73833 -1.56473 -0.33817
C -2.32453 -2.81579 0.43423
C -0.83565 -3.11916 0.20509
O -0.46682 -4.28274 0.06349
O -0.05892 -2.09914 0.19731
H -3.03094 -0.25676 1.23509
H -2.54860 0.46294 -0.15231
H -2.17655 -1.51103 -1.27524
H -3.81007 -1.60053 -0.56990
H -2.91637 -3.68146 0.13824
H -2.44896 -2.64694 1.50827
F -0.62457 1.50149 2.17084
B -1.90860 2.18413 2.19610
F -1.81067 3.35172 2.90736
F -2.85596 1.31886 2.72368
F -2.23909 2.45677 0.85570
```

HOMO energy (alpha / beta)	-3.270 / -3.271	eV
multiplicity	4
gap between HOMO and LUMO (alpha / beta)	2.73 / 2.73	eV
net charge	-1

Sequential energy output: -80016.529, -251287.117, -170278.455 eV